Record 1
The following is a quantum chemistry calculation of a molecular structure, C30H65Cl6O21PSn at a distorted geometry, from the OMol25 dataset.

The frontier orbital gap is 6.62 eV. Its total energy is -6078.816000 Ha. The HOMO energy is -7.2 eV.

Element x y z (Å)
Sn  -0.04  -0.61  -0.02
C  4.55  -0.33  -2.48
C  3.57  -1.46  -2.28
C  4.21  -2.51  -1.32
O  2.26  -1.05  -1.99
H  4.12  0.41  -3.15
H  5.47  -0.73  -2.91
H  4.72  0.02  -1.46
H  3.61  -1.93  -3.26
H  4.04  -2.22  -0.28
H  5.26  -2.68  -1.53
H  3.82  -3.53  -1.37
C  -0.75  -1.38  4.26
C  -0.34  -2.73  3.66
C  -1.54  -3.70  3.77
O  0.14  -2.65  2.36
H  -0.04  -0.56  4.34
H  -1.06  -1.66  5.26
H  -1.67  -1.06  3.77
H  0.44  -3.12  4.32
H  -1.23  -4.74  3.89
H  -2.26  -3.45  2.99
H  -2.14  -3.58  4.67
C  -0.30  1.83  -4.23
O  -1.50  1.19  -4.64
C  -2.04  0.19  -3.94
O  -1.70  -0.18  -2.80
O  -2.96  -0.37  -4.63
C  -3.87  -1.28  -4.03
H  -0.44  1.91  -3.15
H  -0.06  2.72  -4.81
H  0.54  1.18  -4.45
H  -4.69  -1.43  -4.73
H  -4.21  -0.92  -3.05
H  -3.43  -2.26  -3.83
C  -4.43  -1.80  2.08
O  -5.09  -0.90  1.19
C  -4.43  -0.31  0.16
O  -3.20  -0.40  -0.16
O  -5.28  0.61  -0.39
C  -4.83  1.54  -1.39
H  -3.79  -1.27  2.78
H  -3.64  -2.35  1.58
H  -5.07  -2.52  2.61
H  -4.56  0.99  -2.29
H  -3.91  2.08  -1.19
H  -5.59  2.28  -1.64
C  -2.20  1.95  4.37
O  -2.96  2.50  3.29
C  -2.54  2.23  2.01
O  -1.66  1.34  1.79
O  -3.27  2.96  1.11
C  -3.93  4.13  1.44
H  -1.89  0.94  4.11
H  -2.89  1.91  5.21
H  -1.32  2.57  4.55
H  -3.33  4.99  1.72
H  -4.67  3.93  2.21
H  -4.37  4.47  0.50
C  -1.82  -4.18  -3.67
O  -0.78  -4.95  -3.08
C  -0.18  -4.37  -2.00
O  -0.54  -3.30  -1.43
O  0.83  -5.15  -1.55
C  1.52  -4.81  -0.37
H  -2.09  -4.52  -4.67
H  -1.71  -3.10  -3.61
H  -2.78  -4.31  -3.17
H  2.49  -5.31  -0.31
H  0.97  -5.19  0.49
H  1.73  -3.75  -0.24
C  2.71  0.28  4.19
O  3.69  0.64  3.20
C  3.22  0.81  1.88
O  2.09  1.00  1.52
O  4.28  0.92  0.98
C  5.58  0.53  1.27
H  3.31  -0.10  5.01
H  1.96  -0.44  3.87
H  2.12  1.14  4.51
H  5.54  -0.45  1.74
H  5.97  1.33  1.89
H  6.15  0.38  0.35
C  3.21  -3.93  2.90
Cl  4.48  -2.66  2.81
Cl  3.90  -5.60  2.97
H  2.64  -3.80  3.81
H  2.63  -3.85  1.98
C  1.18  -1.99  -4.95
Cl  0.16  -1.38  -6.27
Cl  1.56  -3.70  -5.24
H  2.11  -1.44  -5.02
H  0.77  -1.90  -3.94
C  -2.38  -5.90  1.65
Cl  -4.13  -5.40  1.78
Cl  -2.20  -6.86  0.21
H  -1.75  -5.02  1.49
H  -2.00  -6.42  2.53
C  3.66  3.70  -2.76
C  3.30  2.90  -1.54
O  2.61  3.79  -0.63
P  0.98  3.83  -0.60
O  0.35  2.50  -0.44
O  0.58  4.85  0.58
C  0.99  4.70  1.94
C  -0.08  5.27  2.94
O  0.56  4.64  -1.90
C  -0.84  5.00  -2.09
C  -1.36  6.16  -1.18
H  4.20  4.61  -2.48
H  4.24  3.02  -3.39
H  2.80  4.03  -3.34
H  2.71  2.01  -1.75
H  4.21  2.58  -1.05
H  1.03  3.64  2.17
H  1.96  5.19  1.96
H  -0.40  6.23  2.52
H  -0.99  4.68  3.05
H  0.36  5.41  3.93
H  -0.93  5.20  -3.16
H  -1.50  4.14  -1.99
H  -2.30  6.50  -1.61
H  -1.58  5.89  -0.15
H  -0.68  7.02  -1.21



Record 2
The following is a quantum chemistry calculation of 7 unconnected molecules or ions with the total composition C30H65N10O9P at a distorted geometry, from the OMol25 dataset.

The frontier orbital gap is 8.71 eV. Its total energy is -2747.877762 Ha. As for the SMILES: CCCO[C@@](C#N)(C[C@H](O)CN)[C@@](C#N)(OCC)[PH2]=N.CNC(C)=O.CNC(C)=O.CNC(C)=O.CNC(C)=O.CNC(C)=O.CNC(C)=O. The HOMO energy is -8.1 eV. The relative energy (zero: lowest compared OMol25 entry of this formula, charge and spin) comes out at 100.4 kcal per mole.

Element x y z (Å)
C  4.86  0.39  0.95
C  4.42  1.85  0.27
C  3.08  1.61  -0.69
O  2.05  1.03  0.18
C  0.96  0.38  -0.61
C  0.63  1.22  -2.01
N  0.45  2.09  -2.97
C  1.35  -1.14  -1.06
C  2.00  -2.07  0.16
O  3.29  -2.64  -0.34
C  1.06  -3.35  0.57
N  1.70  -4.29  1.59
C  -0.40  0.48  0.35
C  0.10  0.17  1.87
N  0.41  -0.09  3.11
O  -0.96  1.80  0.09
C  -1.50  2.50  1.24
C  -2.86  1.79  1.91
P  -1.75  -0.81  -0.12
N  -2.59  -0.35  -1.46
H  4.89  -0.48  0.17
H  5.91  0.50  1.48
H  4.08  0.06  1.80
H  4.11  2.58  1.16
H  5.29  2.33  -0.35
H  2.80  2.70  -1.08
H  3.41  0.92  -1.58
H  0.51  -1.71  -1.67
H  2.25  -1.03  -1.84
H  2.27  -1.43  1.11
H  3.02  -3.22  -1.12
H  0.10  -2.91  1.11
H  0.70  -3.93  -0.38
H  2.49  -4.76  1.10
H  2.03  -3.69  2.38
H  -1.91  3.55  0.83
H  -0.70  2.81  2.07
H  -3.59  1.61  0.98
H  -3.37  2.55  2.68
H  -2.62  0.76  2.40
H  -2.59  -0.96  1.05
H  -1.23  -2.12  -0.42
H  -2.21  0.55  -1.83
C  1.20  -3.05  8.22
C  -0.15  -2.40  8.15
O  -0.97  -2.50  9.06
N  -0.45  -1.67  7.04
C  0.38  -1.44  5.88
H  1.30  -3.59  9.16
H  1.31  -3.76  7.40
H  1.99  -2.29  8.17
H  -1.38  -1.26  7.06
H  0.52  -0.37  5.77
H  -0.15  -1.83  5.00
H  1.35  -1.93  5.96
C  2.81  4.96  -3.88
C  3.97  4.61  -2.99
O  3.84  4.45  -1.78
N  5.19  4.46  -3.57
C  5.54  4.61  -4.96
H  1.90  5.05  -3.28
H  2.99  5.92  -4.36
H  2.66  4.18  -4.63
H  5.92  4.22  -2.91
H  5.96  3.66  -5.31
H  6.29  5.39  -5.05
H  4.68  4.86  -5.58
C  1.27  -0.10  -8.17
C  1.57  -0.14  -6.70
O  2.48  -0.81  -6.23
N  0.77  0.60  -5.88
C  -0.34  1.45  -6.24
H  1.98  -0.74  -8.71
H  0.26  -0.47  -8.36
H  1.38  0.92  -8.55
H  1.03  0.53  -4.90
H  -0.12  2.47  -5.90
H  -1.23  1.08  -5.72
H  -0.52  1.46  -7.31
C  -2.08  -3.12  -2.99
C  -1.29  -4.37  -3.28
O  -0.15  -4.53  -2.87
N  -1.90  -5.34  -4.02
C  -3.23  -5.33  -4.58
H  -1.47  -2.43  -2.39
H  -2.34  -2.62  -3.93
H  -2.98  -3.37  -2.42
H  -1.31  -6.15  -4.18
H  -3.78  -6.19  -4.17
H  -3.15  -5.44  -5.66
H  -3.77  -4.41  -4.35
C  -2.47  6.78  3.83
C  -3.39  5.90  3.03
O  -2.96  5.01  2.28
N  -4.73  6.11  3.14
C  -5.41  7.09  3.96
H  -1.43  6.50  3.64
H  -2.60  7.82  3.54
H  -2.67  6.65  4.90
H  -5.29  5.48  2.58
H  -6.07  6.56  4.65
H  -6.00  7.72  3.30
H  -4.71  7.71  4.53
C  -2.75  -4.69  1.18
C  -2.38  -3.82  2.35
O  -2.03  -2.65  2.21
N  -2.45  -4.37  3.60
C  -2.85  -5.71  3.95
H  -2.65  -4.12  0.25
H  -2.08  -5.55  1.13
H  -3.79  -5.02  1.27
H  -2.19  -3.73  4.34
H  -3.71  -5.65  4.62
H  -2.01  -6.18  4.48
H  -3.10  -6.31  3.08



> Look up the total energy of the first one.

-6078.816000 Ha



> Which formula does entry 1 have?

C30H65Cl6O21PSn